No. 1
ORCA calculation (ωB97M-V/def2-TZVPD) on C20H20N6O10P2S4Ta as an isolated structure in a non-equilibrium geometry.

Element x y z (Å)
Ta (-0.0391, 0.4147, -1.0177)
N (2.2759, -2.2231, -2.7173)
C (0.8021, -2.6102, -2.7748)
C (0.6112, -3.8480, -3.6355)
P (0.3119, -2.8896, -0.9883)
O (1.5799, -3.7397, -0.5323)
O (-0.9849, -3.5407, -0.8477)
O (0.5497, -1.4705, -0.4343)
P (-0.1119, -1.1001, -3.2999)
O (-0.6479, -1.3382, -4.7318)
O (-1.2082, -0.8211, -2.2466)
O (0.8382, 0.0524, -3.0440)
H (2.7920, -2.9465, -2.2050)
H (2.4153, -1.3191, -2.2193)
H (2.6860, -2.1310, -3.6490)
H (1.2322, -4.6657, -3.2669)
H (0.8490, -3.6577, -4.6827)
H (-0.4290, -4.1644, -3.5711)
H (1.3891, -4.4666, 0.0776)
H (-1.1640, -0.5813, -5.0740)
S (0.8074, 1.1255, 1.2351)
C (2.4039, 0.8713, 0.6397)
S (2.3675, 0.9300, -1.0986)
C (3.5128, 0.5464, 1.3474)
C (4.7018, 0.1754, 0.6515)
N (5.6270, -0.1867, 0.0729)
C (3.4503, 0.4688, 2.7731)
N (3.3536, 0.4354, 3.9175)
O (-1.3220, 4.1728, 4.9993)
C (-2.6315, 3.7644, 4.6938)
N (-2.4577, 2.7447, 3.6798)
C (-3.5241, 2.1496, 3.1159)
O (-4.6735, 2.4115, 3.4158)
C (-3.2437, 1.1247, 2.0488)
C (-4.1800, 0.1233, 1.8178)
C (-3.9426, -0.7814, 0.8029)
C (-2.7952, -0.6641, 0.0424)
N (-1.8813, 0.3032, 0.2541)
C (-2.1295, 1.1861, 1.2439)
H (-1.3466, 4.8228, 5.7071)
H (-3.2366, 4.5786, 4.2855)
H (-3.1460, 3.3416, 5.5624)
H (-1.5130, 2.4310, 3.5230)
H (-5.0742, 0.0866, 2.4260)
H (-4.6339, -1.5816, 0.5839)
H (-2.5855, -1.3717, -0.7419)
H (-1.4461, 2.0182, 1.3438)
O (-3.1561, 1.7696, -2.2668)
S (-1.9684, 2.1773, -2.9500)
O (-1.5594, 1.4080, -4.1004)
N (-0.6814, 2.2282, -1.8023)
C (-0.1714, 3.5452, -1.6841)
S (1.0047, 4.0186, -0.6878)
C (-0.9027, 4.4708, -2.5828)
C (-0.6623, 5.8288, -2.7534)
C (-1.4486, 6.5262, -3.6542)
C (-2.4601, 5.8942, -4.3803)
C (-2.7060, 4.5403, -4.2192)
C (-1.9074, 3.8733, -3.3060)
H (0.1231, 6.3143, -2.1912)
H (-1.2774, 7.5838, -3.8021)
H (-3.0570, 6.4686, -5.0752)
H (-3.4855, 4.0338, -4.7708)

The charge is +1. The calculation puts the gap between HOMO and LUMO at 6.83 eV. For the highest occupied orbital energy, the calculation gives -11.07 eV.

No. 2
ORCA calculation (ωB97M-V/def2-TZVPD) on an isolated molecule of C2H4N6 in a non-equilibrium geometry.

Element x y z (Å)
H (1.8732, -1.5327, -1.2103)
N (1.2462, -0.9767, -0.7281)
C (1.6137, 0.1759, -0.0767)
N (0.5516, 1.0843, 0.3345)
N (-0.6533, 0.4025, 0.0340)
C (-1.0080, -0.5938, 0.7165)
N (-2.1990, -0.7958, 0.2778)
N (-2.5519, 0.1286, -0.6184)
N (-1.6227, 0.9640, -0.7058)
H (2.5507, 0.6356, 0.1428)
H (0.5922, 2.0104, 0.6969)
H (-0.3927, -1.5023, 1.1368)

The charge is 0. The structure (SMILES) is [H]/N=C/Nn1cnnn1. The calculation puts the gap between HOMO and LUMO at 10.30 eV. For the highest occupied orbital energy, the calculation gives -9.81 eV.

No. 3
ORCA calculation (ωB97M-V/def2-TZVPD) on a 2-piece molecular cluster, C10H17N2 overall in a non-equilibrium geometry.

Element x y z (Å)
C (3.3147, 0.4380, 0.0657)
C (0.2286, -0.5333, 1.8687)
C (2.7207, -0.2235, -0.7173)
C (-0.8961, 1.4132, -2.3828)
C (-1.7875, 2.4027, -1.6960)
C (-0.6072, 1.7301, -0.9494)
C (-0.7928, 0.6340, -0.0564)
C (1.8860, -0.8570, -1.7106)
C (-1.9417, -0.3290, -0.1314)
C (-0.3709, -2.0945, 3.4174)
N (-0.7445, -1.1831, 2.3812)
N (0.1339, 0.3805, 0.8447)
H (3.8622, 1.0341, 0.7923)
H (1.3167, -0.7297, 2.3294)
H (-1.2888, 0.4632, -2.7169)
H (-0.1511, 1.8383, -3.1377)
H (-1.5584, 3.4651, -1.9844)
H (-2.7811, 2.0825, -1.4347)
H (0.3186, 2.2094, -0.7008)
H (2.4278, -1.6600, -2.2681)
H (1.5039, -0.1654, -2.3815)
H (0.9708, -1.3916, -1.3583)
H (-2.0065, -0.6329, 1.0059)
H (-1.5714, -1.2126, -0.5358)
H (-2.8425, 0.0288, -0.6836)
H (0.7072, -2.0298, 3.8122)
H (-0.9804, -1.9115, 4.3375)
H (-0.5480, -3.1393, 3.0199)
H (0.9939, 0.9197, 0.7899)

The charge is +1. The calculation puts the gap between HOMO and LUMO at 9.39 eV. For the highest occupied orbital energy, the calculation gives -13.78 eV.

No. 4
ORCA calculation (ωB97M-V/def2-TZVPD) on C22H26CdF3N8OS as an isolated structure in a non-equilibrium geometry.

Element x y z (Å)
Cd (2.0226, 0.2360, 0.1475)
N (0.8037, -1.5780, 1.1106)
C (-0.6596, -1.2690, 1.0322)
C (-0.3619, -1.5034, -1.5730)
N (0.6542, -0.3542, -1.7378)
C (-0.0839, 0.7894, -2.3232)
C (0.8747, 1.9810, -2.6448)
N (1.6902, 2.3535, -1.5020)
C (1.6331, -0.8167, -2.8153)
C (3.1784, -0.6739, -2.5539)
N (3.4704, -1.2618, -1.2176)
H (1.1107, -2.4711, 0.7147)
H (1.0955, -1.5023, 2.0600)
H (-0.7590, -0.3039, 1.5339)
H (-1.3354, -2.1813, 1.6916)
H (-1.0470, -1.4001, -2.4392)
H (0.1673, -2.4398, -1.5339)
H (-0.8541, 1.0403, -1.5780)
H (-0.5809, 0.3806, -3.2001)
H (0.3479, 2.8559, -3.1022)
H (1.4678, 1.7370, -3.5067)
H (1.1829, 2.7894, -0.7099)
H (2.5702, 2.7902, -1.7211)
H (1.4571, -0.5433, -3.8125)
H (1.4727, -1.9347, -2.8992)
H (3.4933, 0.3373, -2.5817)
H (3.6687, -1.1944, -3.3569)
H (4.3738, -0.9760, -0.9024)
H (3.4055, -2.2616, -1.2460)
O (0.8418, 1.8266, 1.4437)
N (1.6882, 2.6840, 2.2086)
C (0.9636, 3.8957, 2.6173)
C (1.8515, 4.9023, 3.1768)
C (3.2758, 4.8050, 3.2420)
C (3.8810, 3.7787, 2.6200)
C (3.0097, 2.7259, 2.1760)
S (3.9196, 1.2026, 1.3422)
H (0.0024, 3.7547, 2.8511)
H (1.5758, 5.7613, 3.7521)
H (3.6792, 5.4870, 3.8892)
H (4.8837, 3.3542, 2.5870)
F (-7.2556, 0.7941, 3.7014)
C (-6.6478, -0.4265, 3.5137)
F (-6.1590, -0.6784, 4.7421)
F (-7.7055, -1.2169, 3.3153)
C (-5.5949, -0.5181, 2.4497)
C (-5.1472, -1.6806, 2.0661)
C (-4.2411, -1.8611, 1.0179)
C (-3.4027, -0.6616, 0.5445)
C (-3.7928, 0.6120, 1.2089)
C (-4.9274, 0.6545, 1.9559)
C (-2.5249, -0.8130, -0.5458)
C (-1.2406, -1.1775, -0.3793)
H (-5.6109, -2.6384, 2.3973)
H (-4.0454, -2.7209, 0.5832)
H (-3.0638, 1.4208, 1.1177)
H (-5.1444, 1.5378, 2.5121)
N (1.5668, -6.3600, -6.1841)
C (2.2349, -6.0231, -5.2877)
N (3.1126, -5.6896, -4.3495)
C (2.8215, -5.0002, -3.2899)
N (2.7371, -4.3568, -2.3286)

Its expectation value of S² is 0.771. The charge is -2. Its multiplicity is 2. The calculation puts the gap between HOMO and LUMO (alpha / beta) at 4.54 / 6.18 eV. For the highest occupied orbital energy (alpha / beta), the calculation gives -0.23 / -1.89 eV.

E_tot per entry: -4187.708656; -406.979619; -500.356163; -2232.556346 Eh
Energy relative to the best compared isomer or geometry (same formula, charge and spin) per entry: 14.4; 86.2; 70.5; 81.1 kcal/mol